(1)
Computed, not measured: a molecular structure, C8H12NS5SiTi, with ωB97M-V with the def2-TZVPD basis set.

Geometry (Å):
Ti: -2.9160 -0.2662 -2.1000
C: 0.5673 -1.4614 2.5393
Si: 0.9307 0.1436 1.8041
C: -0.2534 1.4573 2.5962
C: 2.7150 0.5540 1.8772
C: 0.6500 0.0009 -0.0865
C: 1.6982 0.1385 -0.9658
C: 1.4698 -0.1015 -2.3212
C: 0.1833 -0.2859 -2.7741
N: -0.8231 -0.2916 -1.9326
C: -0.6415 -0.1776 -0.5751
S: -2.1330 -0.0810 0.2758
H: 0.4057 -1.5551 3.6001
H: 1.4824 -2.0378 2.2887
H: -0.2177 -2.0560 2.0388
H: 0.2850 1.9439 3.3905
H: -1.0693 0.9448 3.1246
H: -0.7381 2.1994 1.8817
H: 3.1831 0.4253 2.8764
H: 2.7826 1.6008 1.5651
H: 3.3390 -0.0110 1.1769
H: 2.7005 0.4908 -0.6649
H: 2.3123 -0.0376 -3.0362
H: -0.0556 -0.3932 -3.8185
S: -4.1581 -2.0990 -2.3636
S: -3.2599 -1.4781 -4.0982
S: -4.8534 1.1582 -2.4036
S: -3.5858 1.2756 -3.8954

## Properties
E_HOMO (alpha / beta) ... -11.90 / -11.91 eV
Strongest force on any atom ... 2.407 eV/A
LUMO (alpha / beta) ... -6.2462 / -6.5241 eV
Total charge ... +1

Löwdin population analysis, charges in e, atoms 1 to 5: 0.03 -0.18 0.50 -0.19 -0.19

***

(2)
Computed, not measured: 2 unconnected molecules or ions with the total composition C3H9BrNO, with ωB97M-V with the def2-TZVPD basis set.

Geometry (Å):
C: -0.3557 1.5951 0.8580
C: -0.4428 -1.6217 0.4748
C: 0.3840 0.4228 0.1999
N: 0.1328 0.4275 -1.3010
O: 0.2758 -2.2147 -0.5103
Br: 2.3301 0.4146 0.4158
H: -1.3583 1.4328 0.5627
H: -0.1397 1.6101 1.9341
H: -0.0752 2.5028 0.4689
H: -0.3007 -1.7294 1.4937
H: -1.4843 -1.4488 0.2353
H: -0.8558 0.6335 -1.4185
H: 0.6918 1.1489 -1.8878
H: 0.2316 -0.5726 -1.5559
H: 0.9664 -2.6010 0.0302

## Properties
E_HOMO ... -13.55 eV
Strongest force on any atom ... 5.190 eV/A
LUMO ... -3.5465 eV
Total charge ... +1

Löwdin population analysis, charges in e, atoms 1 to 5: -0.10 -0.02 -0.72 0.10 -0.03

***

(3)
Computed, not measured: a molecular structure, C36H37F3NiP2, with ωB97M-V with the def2-TZVPD basis set.

Geometry (Å):
Ni: 1.5312 -1.1267 -0.8450
C: -2.4933 0.3944 6.2934
C: -2.4028 0.2431 4.9686
C: -2.8424 1.2653 3.9678
C: -1.6740 2.1718 3.4856
C: -0.9358 2.9316 4.5448
C: -1.3280 3.1914 5.7954
C: -2.7260 3.0071 6.3224
C: -2.9875 1.6511 6.9998
C: 3.3544 -0.9237 -0.2275
H: -2.2639 -0.4315 6.9728
H: -2.0392 -0.6872 4.5118
H: -3.6457 1.8870 4.3966
H: -3.2637 0.7378 3.0864
H: -0.9405 1.5204 2.9756
H: -2.0980 2.8433 2.7192
H: 0.0494 3.2829 4.2070
H: -0.5991 3.5580 6.5253
H: -3.4927 3.2072 5.5628
H: -2.9009 3.7825 7.0900
H: -2.5205 1.6866 8.0008
H: -4.0812 1.5514 7.1566
H: 3.6913 -1.9325 0.0746
H: 3.3959 -0.2777 0.6773
H: 3.9747 -0.5408 -1.0805
P: -0.2596 -1.7291 -1.7125
P: 1.6169 0.5895 -2.0320
C: -0.9210 -0.2170 -2.4696
C: -0.0939 0.8461 -2.5953
C: -0.5920 -2.9891 -3.0046
C: -1.7122 -2.9756 -3.8536
C: -1.7935 -3.9209 -4.8826
C: -0.7570 -4.8455 -5.0646
C: 0.3549 -4.8527 -4.2125
C: 0.4391 -3.9293 -3.1741
C: -1.5416 -2.1080 -0.4399
C: -1.7378 -1.1619 0.5872
C: -2.5049 -1.5253 1.6959
C: -3.0852 -2.8007 1.7522
C: -2.8994 -3.7209 0.7201
C: -2.1329 -3.3760 -0.3906
C: 2.5294 0.7482 -3.6585
C: 2.2945 -0.2730 -4.5917
C: 2.7320 -0.1441 -5.9108
C: 3.4588 0.9863 -6.3140
C: 3.7857 1.9556 -5.3565
C: 3.3176 1.8460 -4.0337
C: 1.9355 2.1623 -1.1374
C: 3.2540 2.4104 -0.7379
C: 3.5868 3.5115 0.0604
C: 2.5800 4.3801 0.5098
C: 1.2519 4.1155 0.1433
C: 0.9267 3.0266 -0.6809
H: -1.9448 -0.2501 -2.8497
H: -0.3441 1.8412 -2.9946
H: -2.5153 -2.2398 -3.7175
H: -2.6669 -3.9384 -5.5337
H: -0.8140 -5.5679 -5.8784
H: 1.1538 -5.5808 -4.3502
H: 1.2998 -3.9378 -2.4974
H: -1.2860 -0.1564 0.4900
H: -2.6334 -0.8024 2.4997
H: -3.6534 -3.0806 2.6393
H: -3.3216 -4.7242 0.7622
H: -1.9366 -4.0825 -1.1970
H: 1.7107 -1.1416 -4.2766
H: 2.4720 -0.9177 -6.6349
H: 3.7239 1.1204 -7.3726
H: 4.3744 2.8241 -5.6650
H: 3.5377 2.6295 -3.3057
H: 4.0501 1.7460 -1.0737
H: 4.6309 3.7393 0.2809
H: 2.8457 5.2878 1.0660
H: 0.4656 4.8130 0.4486
H: -0.1014 2.8868 -1.0106
F: 2.7418 -2.4820 2.0438
C: 1.6073 -2.1711 1.3321
F: 0.9560 -3.3841 1.1856
F: 0.8532 -1.4323 2.2126

## Properties
E_HOMO (alpha / beta) ... -5.93 / -7.79 eV
Strongest force on any atom ... 4.151 eV/A
LUMO (alpha / beta) ... 0.1693 / -0.5172 eV
Total charge ... 0
<S²> ... 2.015
2S+1 ... 3

Löwdin population analysis, charges in e, atoms 1 to 5: 0.19 -0.10 -0.11 -0.21 -0.18

***

(4)
Computed, not measured: a molecular structure, C34H53N4OP2STi, with ωB97M-V with the def2-TZVPD basis set.

Geometry (Å):
C: 2.7484 0.5603 -0.6032
C: 1.2084 0.5879 -2.3590
C: 3.7979 0.8730 -1.4484
C: 2.2924 0.5932 -3.2780
C: 3.5933 0.7591 -2.8249
H: 4.7451 1.1230 -0.9681
H: 2.1029 0.3194 -4.3069
H: 4.4434 0.9151 -3.4874
N: 1.4721 0.6051 -1.0052
P: 1.9064 -0.4111 1.9965
P: -1.4567 1.0391 -1.5868
C: 3.0822 0.5130 0.9127
H: 4.0836 0.0709 1.0531
H: 3.1298 1.5459 1.2876
C: -0.9745 -0.3660 2.1912
O: -1.5200 -0.9704 3.0660
C: -0.1330 0.7716 -2.7717
H: -0.4215 0.1424 -3.6373
C: -3.1085 -0.0571 -1.8462
C: -1.6068 2.7589 -2.4826
C: 2.6713 -2.1714 1.8615
C: 2.2394 0.2833 3.7519
C: -3.4398 -0.9010 -0.6053
H: -3.4742 -0.2884 0.2990
H: -4.4422 -1.3521 -0.7108
H: -2.7264 -1.7096 -0.4362
C: -4.3189 0.8666 -2.0538
H: -4.4368 1.5344 -1.1932
H: -4.2513 1.4609 -2.9710
H: -5.2534 0.2810 -2.1253
C: -2.9659 -1.0047 -3.0325
H: -3.8824 -1.5983 -3.1725
H: -2.8114 -0.4953 -3.9838
H: -2.1533 -1.7207 -2.9004
C: -2.6208 3.6092 -1.7265
H: -2.4772 3.5311 -0.6429
H: -2.4823 4.6638 -1.9976
H: -3.6578 3.3509 -1.9468
C: -0.2220 3.4806 -2.4117
H: 0.0972 3.4961 -1.3555
H: 0.5467 2.9753 -3.0245
H: -0.3169 4.5230 -2.7710
C: -2.0022 2.4487 -3.9482
H: -1.8349 1.4017 -4.2354
H: -3.0459 2.6907 -4.1887
H: -1.3565 3.0396 -4.6106
C: 1.4385 -0.5534 4.7712
H: 1.4499 -0.0013 5.7256
H: 0.3929 -0.6913 4.4589
H: 1.9050 -1.5358 4.9408
C: 1.7258 1.7385 3.7660
H: 2.3038 2.3935 3.0952
H: 0.6617 1.8172 3.4933
H: 1.8365 2.1211 4.7937
C: 3.7268 0.3154 4.1489
H: 3.8118 0.9874 5.0165
H: 4.0979 -0.6611 4.4791
H: 4.3779 0.7136 3.3567
C: 2.8663 -2.5645 0.3782
H: 3.3190 -3.5732 0.3434
H: 1.9118 -2.6355 -0.1353
H: 3.5045 -1.8612 -0.1799
C: 1.6727 -3.1367 2.5319
H: 0.6586 -3.0257 2.1142
H: 2.0250 -4.1674 2.3476
H: 1.6298 -2.9743 3.6193
C: 4.0697 -2.3085 2.4763
H: 4.7710 -1.5496 2.1035
H: 4.0581 -2.3113 3.5694
H: 4.4627 -3.2860 2.1565
Ti: -0.0604 0.2672 0.5346
N: -0.3325 -1.8661 -0.2129
C: -0.1193 -3.0427 -0.5179
C: -0.1611 -3.7999 -1.7959
C: -0.7350 -5.0632 -1.6934
C: 0.1948 -3.3230 -3.0996
C: -0.5339 -6.0063 -2.7069
H: -1.2166 -5.3222 -0.7497
C: 0.3289 -4.2301 -4.1698
H: 0.4151 -2.2745 -3.3185
C: 0.0329 -5.5904 -3.9450
H: -0.7284 -7.0696 -2.5051
H: 0.7068 -3.9185 -5.1706
H: 0.2423 -6.3126 -4.7462
S: -0.2037 2.6800 1.0313
C: -1.6208 2.9906 1.9894
N: -2.4025 4.0687 1.7699
C: -3.4163 4.2268 2.8074
C: -3.2016 3.0013 3.6882
N: -2.0744 2.3323 3.0529
H: -2.1683 4.7788 1.0705
H: -4.4158 4.2418 2.3619
H: -3.2480 5.1612 3.3525
H: -4.0834 2.3484 3.7111
H: -2.9418 3.2739 4.7189
H: -1.7010 1.4291 3.4025

## Properties
E_HOMO (alpha / beta) ... -8.30 / -8.34 eV
Strongest force on any atom ... 8.496 eV/A
LUMO (alpha / beta) ... -3.2984 / -3.5057 eV
Total charge ... +1
<S²> ... 2.017
2S+1 ... 3

Löwdin population analysis, charges in e, atoms 1 to 5: -0.35 -0.38 -0.07 -0.04 -0.06

***

(5)
Computed, not measured: 2 unconnected molecules or ions with the total composition C6H16S, with ωB97M-V with the def2-TZVPD basis set.

Geometry (Å):
C: 0.8198 1.0202 -0.3475
C: 1.3124 2.2420 -1.1134
C: -0.9301 2.7925 0.8333
S: 0.0639 1.3429 1.3204
H: 0.0634 0.5683 -0.9964
H: 1.7040 0.3743 -0.3702
H: 2.2684 2.6722 -0.7605
H: 0.5054 2.9409 -1.3152
H: -1.6677 2.4366 0.1134
H: -1.5175 3.3080 1.5979
H: -0.3078 3.6392 0.5494
H: 1.7376 2.1093 -2.1251
C: -0.1941 -2.3804 -0.3106
C: -1.7261 -2.6080 -0.4940
C: 0.6050 -3.5679 -0.8520
H: 0.0248 -1.5477 -0.9766
H: 0.0465 -2.2012 0.7346
H: -2.2688 -2.5361 0.4620
H: 1.2504 -4.0932 -0.1392
H: -0.0204 -4.3578 -1.2858
H: -1.9788 -3.5988 -0.8552
H: -2.2204 -1.8068 -1.0295
H: 1.3294 -3.3066 -1.6206

## Properties
E_HOMO ... -8.62 eV
Strongest force on any atom ... 1.757 eV/A
LUMO ... 0.9082 eV
Total charge ... 0

Löwdin population analysis, charges in e, atoms 1 to 5: -0.55 -0.20 -0.44 0.76 0.05

***

(6)
Computed, not measured: 4 unconnected molecules or ions with the total composition C44H60BNO15, with ωB97M-V with the def2-TZVPD basis set.

Geometry (Å):
C: -2.2327 -6.1411 -5.0673
C: -1.7508 -5.7833 -3.5765
C: -0.6169 -4.6146 -3.7298
C: 0.1078 -4.5007 -2.2915
C: 0.0696 -2.9426 -1.7953
C: -0.4774 -2.9928 -0.2581
C: -0.9021 -1.5497 0.2905
C: -2.3958 -1.3145 0.6099
C: -2.9965 0.0572 1.1127
B: -4.5895 0.1405 1.3505
O: -5.3691 1.2891 1.6924
O: -5.3389 -1.1017 1.1450
C: -5.5034 -1.7706 2.4291
C: -1.9792 1.2094 1.2905
C: -0.4489 0.9920 0.9682
C: 0.1324 -0.3698 0.4730
C: 1.7012 -0.5243 0.1661
O: 2.4616 -0.4178 1.4300
C: 1.7626 -1.0645 2.4960
C: 1.7428 -2.6213 2.4863
C: 1.0214 -3.5122 3.5306
C: 0.2590 -2.7968 4.6741
C: 0.3033 -1.2413 4.7323
C: 1.0430 -0.3548 3.6661
C: 0.4570 2.3200 1.1543
O: 1.5711 2.3377 1.7265
C: -0.2578 3.6475 0.5674
C: -1.7894 3.8659 0.8783
C: -2.5694 5.0830 0.3391
C: -1.7741 6.1073 -0.5535
C: -0.2568 5.9255 -0.9032
C: 0.4964 6.9867 -1.8712
N: -0.2617 7.2287 -3.1490
C: 0.5032 4.6719 -0.3151
C: 2.0406 4.4719 -0.6729
C: 1.9777 3.9925 -2.3337
C: 1.6287 2.3615 -2.5559
O: 0.6124 3.5773 -2.8366
C: -2.4449 2.6827 1.7669
O: -3.1827 2.9133 2.7508
H: -2.5701 -5.1774 -5.5784
H: -1.3087 -6.5395 -5.6280
H: -3.0679 -6.9229 -4.9730
H: -1.2180 -6.6437 -3.0390
H: -2.5808 -5.3157 -2.9201
H: -1.0966 -3.6253 -4.0730
H: 0.1881 -4.9113 -4.4927
H: 1.2084 -4.7945 -2.4376
H: -0.3560 -5.1431 -1.4712
H: -0.5662 -2.2760 -2.4670
H: 1.1499 -2.5740 -1.8658
H: -1.4490 -3.6205 -0.3193
H: 0.2242 -3.5731 0.4282
H: -3.1263 -2.1782 0.4526
H: -5.0630 2.1050 1.2442
H: -5.1950 -1.0092 3.2440
H: -6.6088 -2.0102 2.6088
H: -4.9004 -2.7428 2.4822
H: 2.0393 0.3554 -0.5044
H: 1.9893 -1.5368 -0.2768
H: 2.2862 -3.1539 1.6187
H: 1.0382 -4.6499 3.4178
H: -0.2974 -3.3927 5.4780
H: -0.2596 -0.7583 5.6103
H: 1.0591 0.7923 3.7364
H: -3.6735 5.2083 0.5722
H: -2.3674 7.0003 -0.9632
H: 0.5997 7.9708 -1.3020
H: 1.5532 6.6408 -2.1549
H: 0.2421 6.8575 -3.9635
H: -1.1862 6.7570 -3.1174
H: 2.6550 5.4298 -0.7131
H: 2.5472 3.5971 -0.1520
H: 2.7589 4.4993 -3.0907
H: 1.5068 2.0546 -3.6562
H: 0.9384 1.8707 -1.7942
C: -2.9604 10.1047 5.5748
C: -1.4988 9.8848 5.2333
O: -1.1484 8.5003 5.3474
C: -1.5310 7.7205 4.3219
O: -2.1220 8.0850 3.3325
O: -1.1651 6.4584 4.5985
C: -1.5962 5.5060 3.6260
H: -3.1933 9.6833 6.5563
H: -3.2000 11.1702 5.5795
H: -3.6138 9.6090 4.8532
H: -0.8739 10.4258 5.9475
H: -1.2548 10.2657 4.2376
H: -1.2879 5.7968 2.6204
H: -2.6806 5.3877 3.6777
H: -1.1326 4.5479 3.8647
C: 1.0341 1.3982 -8.8974
C: 1.3705 1.1086 -7.4469
O: 2.2863 0.0109 -7.3428
C: 3.5702 0.3021 -7.6082
O: 4.0065 1.3874 -7.9093
O: 4.2852 -0.8318 -7.5055
C: 5.6597 -0.6811 -7.8548
H: 0.6777 0.4936 -9.3972
H: 0.2653 2.1704 -8.9689
H: 1.9147 1.7385 -9.4470
H: 0.4625 0.8115 -6.9170
H: 1.7656 1.9931 -6.9392
H: 6.1260 0.1333 -7.2961
H: 5.7534 -0.5134 -8.9300
H: 6.1730 -1.6100 -7.6030
C: 2.4550 -11.3950 4.7648
C: 1.5434 -10.5823 3.8650
O: 1.1945 -9.3355 4.4799
C: 2.1379 -8.3811 4.4277
O: 3.2240 -8.4814 3.9091
O: 1.6732 -7.2990 5.0766
C: 2.6188 -6.2351 5.1769
H: 2.0087 -11.5160 5.7555
H: 2.6413 -12.3819 4.3359
H: 3.4161 -10.8960 4.9083
H: 0.6092 -11.1263 3.7083
H: 1.9899 -10.4174 2.8805
H: 3.0224 -5.9670 4.1981
H: 3.4224 -6.5159 5.8613
H: 2.1043 -5.3651 5.5865

## Properties
E_HOMO ... -8.64 eV
Strongest force on any atom ... 5.678 eV/A
LUMO ... -1.1414 eV
Total charge ... 0

Löwdin population analysis, charges in e, atoms 1 to 5: -0.14 -0.27 -0.22 -0.21 -0.18